Below is a molecular structure, C27H34Cl2IN2O5OsP at a distorted geometry, with properties calculated with ωB97M-V/def2-TZVPD.

XYZ file:
```
73
Properties=species:S:1:pos:R:3
Os 0.910 -0.066 -0.399
C 3.453 -1.868 -0.218
N 3.054 -0.546 -0.735
C 3.342 -0.497 -2.192
C 3.829 0.531 -0.069
C 3.137 1.839 -0.324
C 3.828 3.032 -0.437
C 3.133 4.219 -0.644
C 1.747 4.205 -0.718
C 1.056 3.011 -0.592
C 1.731 1.795 -0.428
H 4.513 -2.050 -0.415
H 2.872 -2.645 -0.713
H 3.286 -1.914 0.855
H 4.402 -0.703 -2.365
H 3.105 0.488 -2.589
H 2.755 -1.242 -2.717
H 4.861 0.533 -0.427
H 3.843 0.328 1.004
H 4.908 3.040 -0.361
H 3.675 5.151 -0.732
H 1.205 5.129 -0.872
H -0.024 3.025 -0.611
Cl -2.721 -6.795 -1.352
C -1.982 -5.342 -0.882
C -2.088 -4.908 0.445
C -1.490 -3.737 0.826
Cl -1.729 -3.129 2.394
C -0.664 -2.963 -0.090
O -0.007 -1.974 0.319
C -0.681 -3.399 -1.471
C -0.046 -2.593 -2.495
O 0.623 -1.596 -2.307
C -1.316 -4.560 -1.837
H -2.656 -5.490 1.157
H -0.215 -2.928 -3.530
H -1.302 -4.885 -2.871
I 1.846 -2.958 5.349
C 1.599 -1.198 4.238
C 1.505 0.029 4.877
C 1.454 1.171 4.098
C 1.494 1.049 2.722
N 1.537 -0.136 2.101
C 1.586 -1.243 2.847
H 1.496 0.085 5.957
H 1.417 2.152 4.552
H 1.511 1.926 2.085
H 1.674 -2.189 2.336
C -2.346 4.139 -1.266
C -2.231 2.699 -1.714
O -2.183 1.843 -0.543
P -1.418 0.467 -0.353
O -2.022 -0.559 -1.399
C -3.441 -0.645 -1.723
C -3.609 -0.531 -3.222
O -2.060 -0.005 1.016
C -2.038 0.787 2.232
C -3.435 1.259 2.568
H -2.428 4.781 -2.142
H -1.478 4.450 -0.685
H -3.236 4.271 -0.653
H -1.350 2.533 -2.338
H -3.118 2.417 -2.283
H -3.986 0.136 -1.193
H -3.786 -1.612 -1.357
H -3.170 0.398 -3.587
H -4.667 -0.541 -3.480
H -3.119 -1.362 -3.729
H -1.355 1.632 2.111
H -1.649 0.131 3.012
H -3.801 1.943 1.803
H -3.426 1.777 3.527
H -4.114 0.410 2.630
```

**Charge**: +2
**E_tot**: -3184.5432 a.u.
**Largest force on an atom**: 1.164 eV/Å
**Multiplicity**: 5

Computed Löwdin charges, given in elementary charges: number 1, Os, carries 1.4906; number 2, C, carries -0.0543; number 3, N, carries -0.3805; number 4, C, carries -0.0554; number 5, C, carries -0.1513; number 6, C, carries -0.2567; number 7, C, carries -0.0128; number 8, C, carries -0.0355; number 9, C, carries -0.0548; number 10, C, carries -0.1084; number 11, C, carries -0.3149; number 12, H, carries 0.1122; number 13, H, carries 0.0935; number 14, H, carries 0.0712; number 15, H, carries 0.1120; number 16, H, carries 0.1033; number 17, H, carries 0.0726; number 18, H, carries 0.1427; number 19, H, carries 0.1228; number 20, H, carries 0.1266; number 21, H, carries 0.1202; number 22, H, carries 0.1144; number 23, H, carries 0.0428; number 24, Cl, carries 0.8399; number 25, C, carries -0.6165; number 26, C, carries -0.0824; number 27, C, carries -0.5337; number 28, Cl, carries 0.8445; number 29, C, carries -0.3304; number 30, O, carries -0.1562; number 31, C, carries -0.0978; number 32, C, carries -0.1493; number 33, O, carries -0.0550; number 34, C, carries -0.0037; number 35, H, carries 0.1283; number 36, H, carries 0.1560; number 37, H, carries 0.1360; number 38, I, carries 0.9441; number 39, C, carries -0.6941; number 40, C, carries -0.1015; number 41, C, carries -0.0253; number 42, C, carries -0.1354; number 43, N, carries -0.0019; number 44, C, carries -0.2227; number 45, H, carries 0.1132; number 46, H, carries 0.1244; number 47, H, carries 0.1047; number 48, H, carries 0.0828; number 49, C, carries -0.0464; number 50, C, carries -0.2453; number 51, O, carries -0.2541; number 52, P, carries 0.6271; number 53, O, carries -0.2847; number 54, C, carries -0.2209; number 55, C, carries -0.0483; number 56, O, carries -0.2641; number 57, C, carries -0.2551; number 58, C, carries -0.0472; number 59, H, carries 0.0976; number 60, H, carries 0.0664; number 61, H, carries 0.0920; number 62, H, carries 0.1210; number 63, H, carries 0.1181; number 64, H, carries 0.1198; number 65, H, carries 0.1252; number 66, H, carries 0.0755; number 67, H, carries 0.0955; number 68, H, carries 0.0793; number 69, H, carries 0.1088; number 70, H, carries 0.1112; number 71, H, carries 0.0784; number 72, H, carries 0.0922; number 73, H, carries 0.0892

Below is 7 unconnected molecules or ions with the total composition C27H34ClN6O3Si at a distorted geometry, with properties calculated with ωB97M-V/def2-TZVPD.

XYZ file:
```
72
Properties=species:S:1:pos:R:3
O 2.321 6.032 2.582
C 1.945 4.943 2.384
Cl 0.291 4.687 1.710
C 2.659 3.696 2.652
Si 3.673 3.011 1.174
C 3.922 4.230 -0.268
O 5.083 4.672 -0.378
O 2.886 4.439 -0.959
H 3.335 3.874 3.473
H 1.957 2.922 2.929
H 4.986 2.595 1.720
H 2.934 1.806 0.682
N -0.247 0.561 2.558
C -1.122 1.446 3.126
C -1.696 0.832 4.209
C -1.135 -0.473 4.300
C -0.246 -0.607 3.266
H 0.308 0.740 1.740
H -1.262 2.428 2.707
H -2.434 1.269 4.862
H -1.361 -1.226 5.036
H 0.380 -1.430 2.971
N 0.973 -0.151 -0.233
C -0.177 -0.311 -0.955
C -0.482 -1.646 -0.969
C 0.528 -2.316 -0.223
C 1.411 -1.363 0.218
H 1.431 0.728 -0.057
H -0.676 0.534 -1.395
H -1.329 -2.093 -1.460
H 0.598 -3.375 -0.033
H 2.307 -1.443 0.810
N -2.472 5.273 5.437
C -2.178 5.672 4.161
C -3.003 6.719 3.853
C -3.827 6.960 4.988
C -3.474 6.052 5.949
H -2.019 4.521 5.921
H -1.410 5.177 3.589
H -3.014 7.253 2.918
H -4.588 7.715 5.086
H -3.846 5.895 6.947
N 1.950 -2.543 -3.545
C 2.462 -1.595 -4.381
C 2.282 -2.024 -5.670
C 1.628 -3.284 -5.607
C 1.435 -3.572 -4.280
H 1.946 -2.492 -2.540
H 2.911 -0.698 -3.991
H 2.582 -1.494 -6.557
H 1.332 -3.903 -6.437
H 0.974 -4.418 -3.796
N -4.154 0.453 1.529
C -4.641 0.515 0.255
C -5.872 -0.086 0.245
C -6.136 -0.526 1.571
C -5.055 -0.177 2.337
H -3.265 0.813 1.832
H -4.074 0.979 -0.533
H -6.512 -0.197 -0.615
H -7.016 -1.039 1.920
H -4.850 -0.322 3.383
N 2.614 -6.622 -5.565
C 2.040 -7.855 -5.697
C 2.810 -8.588 -6.560
C 3.894 -7.761 -6.963
C 3.743 -6.555 -6.329
H 2.261 -5.872 -4.997
H 1.136 -8.105 -5.169
H 2.619 -9.602 -6.869
H 4.691 -8.020 -7.638
H 4.338 -5.659 -6.357
```

**Charge**: -1
**E_tot**: -2353.2317 a.u.
**Largest force on an atom**: 1.205 eV/Å

Computed Löwdin charges, given in elementary charges: number 1, O, carries 0.0796; number 2, C, carries -0.8604; number 3, Cl, carries 0.6417; number 4, C, carries -0.3107; number 5, Si, carries 0.7408; number 6, C, carries -0.8674; number 7, O, carries -0.1161; number 8, O, carries -0.1381; number 9, H, carries 0.0777; number 10, H, carries 0.0409; number 11, H, carries -0.0410; number 12, H, carries -0.0578; number 13, N, carries 0.0331; number 14, C, carries -0.1648; number 15, C, carries -0.1240; number 16, C, carries -0.1089; number 17, C, carries -0.1297; number 18, H, carries 0.1066; number 19, H, carries 0.0755; number 20, H, carries 0.0881; number 21, H, carries 0.0864; number 22, H, carries 0.1004; number 23, N, carries -0.0019; number 24, C, carries -0.1265; number 25, C, carries -0.1072; number 26, C, carries -0.1292; number 27, C, carries -0.1626; number 28, H, carries 0.0882; number 29, H, carries 0.1133; number 30, H, carries 0.0927; number 31, H, carries 0.0904; number 32, H, carries 0.1122; number 33, N, carries 0.0018; number 34, C, carries -0.1431; number 35, C, carries -0.1058; number 36, C, carries -0.1199; number 37, C, carries -0.1541; number 38, H, carries 0.1389; number 39, H, carries 0.0364; number 40, H, carries 0.0904; number 41, H, carries 0.0840; number 42, H, carries 0.0986; number 43, N, carries 0.0228; number 44, C, carries -0.1257; number 45, C, carries -0.1069; number 46, C, carries -0.1262; number 47, C, carries -0.1648; number 48, H, carries 0.1207; number 49, H, carries 0.1130; number 50, H, carries 0.0886; number 51, H, carries 0.0901; number 52, H, carries 0.1036; number 53, N, carries 0.0214; number 54, C, carries -0.1436; number 55, C, carries -0.1219; number 56, C, carries -0.1222; number 57, C, carries -0.1445; number 58, H, carries 0.1124; number 59, H, carries 0.1026; number 60, H, carries 0.0834; number 61, H, carries 0.0825; number 62, H, carries 0.1018; number 63, N, carries 0.0130; number 64, C, carries -0.1455; number 65, C, carries -0.1216; number 66, C, carries -0.1186; number 67, C, carries -0.1401; number 68, H, carries 0.0983; number 69, H, carries 0.1020; number 70, H, carries 0.0841; number 71, H, carries 0.0848; number 72, H, carries 0.1079